Here is a 4-piece molecular cluster, C20H40BNO7 overall from the Open Molecules 2025 dataset. Energies are from ωB97M-V/def2-TZVPD.

Each line ends with the Mulliken charge.
Element x y z (Å)
C  0.3964  -2.2989  -0.3512  -0.928
C  0.1405  -0.8422  -0.7175  -0.137
C  -0.5671  -0.7184  -2.0683  -0.568
O  -1.9784  -0.6328  -1.9012  -0.377
C  -2.6538  -1.8071  -2.3721  -0.641
C  -4.0804  -1.6330  -2.0293  0.309
C  -4.8666  -2.5348  -1.4401  0.609
B  -4.3297  -3.9561  -1.0038  0.551
N  -3.7987  -4.1364  0.3786  -0.758
O  -4.3265  -5.0174  -1.8281  -0.566
C  -6.2819  -2.1439  -1.1582  -0.008
O  -7.2010  -2.9546  -1.1882  -0.593
C  -6.4740  -0.7076  -0.8327  -0.689
C  -5.6903  0.1923  -1.4273  0.668
C  -5.7865  1.6605  -1.1685  -1.392
C  -4.6938  -0.3209  -2.4057  0.283
O  -4.4549  0.2408  -3.4589  -0.586
H  -0.5505  -2.8088  -0.2115  0.097
H  0.9705  -2.7871  -1.1263  0.341
H  0.9073  -2.3692  0.6012  0.229
H  1.0521  -0.2658  -0.7188  0.255
H  -0.5494  -0.4217  0.0031  0.197
H  -0.2184  0.1737  -2.5722  0.259
H  -0.2975  -1.5450  -2.7199  0.389
H  -2.4974  -1.8735  -3.4454  0.267
H  -2.2058  -2.6737  -1.8890  0.389
H  -4.5553  -3.8532  0.9989  0.283
H  -3.1036  -3.4097  0.5369  0.246
H  -3.8290  -5.7104  -1.3821  0.326
H  -7.2257  -0.4203  -0.1205  0.491
H  -6.3821  2.1739  -1.9091  0.262
H  -4.7876  2.0763  -1.1237  0.333
H  -6.2159  1.7928  -0.1847  0.426
C  2.3145  0.5664  3.7924  -1.331
C  2.6217  -0.4803  2.7334  0.586
C  4.0264  -1.0403  2.8978  -1.388
O  2.4662  0.0785  1.4287  -0.459
H  3.0050  1.4105  3.7111  0.253
H  1.3053  0.9595  3.6615  0.359
H  2.3987  0.1490  4.7970  0.384
H  1.8959  -1.2922  2.7999  0.217
H  4.7681  -0.2446  2.7898  0.331
H  4.2320  -1.7875  2.1306  0.345
H  4.1574  -1.5013  3.8778  0.386
H  3.0972  0.8001  1.3428  0.317
C  2.2190  1.6255  -5.4712  -1.277
C  1.7322  0.2067  -5.7257  0.447
C  1.7713  -0.1395  -7.2065  -1.349
O  0.4103  0.0402  -5.2140  -0.444
H  1.5764  2.3466  -5.9834  0.340
H  2.1846  1.8563  -4.4061  0.304
H  3.2417  1.7636  -5.8248  0.384
H  2.3556  -0.4961  -5.1715  0.249
H  1.1153  0.5281  -7.7715  0.357
H  1.4197  -1.1583  -7.3702  0.321
H  2.7816  -0.0505  -7.6083  0.378
H  -0.1681  0.6491  -5.6841  0.301
C  4.3375  5.0150  6.3477  -1.404
C  3.8987  3.6081  5.9712  0.502
C  3.5433  2.7839  7.1993  -1.189
O  4.9323  2.9567  5.2300  -0.547
H  5.2309  4.9801  6.9771  0.350
H  4.5894  5.5880  5.4553  0.343
H  3.5533  5.5434  6.8914  0.368
H  3.0348  3.6608  5.3074  0.292
H  4.4123  2.6825  7.8551  0.338
H  3.2350  1.7794  6.9084  0.258
H  2.7347  3.2457  7.7675  0.371
H  5.7049  2.8989  5.8002  0.340

Properties
F_max ... 0.0228 Eh/bohr
Energy relative to the best compared isomer or geometry (same formula, charge and spin) ... 41.7 kJ/mol
DFT total energy ... -1392.364224 a.u.
Lowest unoccupied orbital energy ... -0.021 hartree
E_HOMO ... -0.344 Eh
SMILES ... CCCOCC1=C(B(N)O)C(=O)C=C(C)C1=O.CC(C)O.CC(C)O.CC(C)O
Orbital gap ... 8.8 eV

***

Here is C22H37BrIrNP as an isolated structure from the Open Molecules 2025 dataset. Energies are from ωB97M-V/def2-TZVPD.

Each line ends with the Mulliken charge.
Element x y z (Å)
C  1.3801  -1.8129  -0.1687  -1.177
C  0.5023  -2.0085  0.9457  0.123
C  -0.8749  -2.0658  0.3738  1.006
H  0.7619  -2.0681  1.9804  0.529
C  -0.8301  -1.8625  -1.0693  -1.415
C  0.5753  -1.6809  -1.3703  -0.373
H  0.9569  -1.5322  -2.3577  0.491
H  2.4422  -1.7238  -0.0635  0.507
H  -1.7585  -2.2606  0.9291  -1.029
H  -1.6980  -1.8509  -1.7070  0.509
Ir  -0.1756  -0.1495  0.1592  0.818
Br  1.7818  1.4039  0.1713  -0.426
C  3.5355  3.8687  -2.1618  -0.520
C  3.6333  3.0093  -3.3406  -0.554
C  4.6562  1.9972  -3.0775  -0.562
H  3.0654  3.1104  -4.2409  0.404
C  5.1906  2.2331  -1.7370  -0.514
C  4.4972  3.3888  -1.1709  -0.656
H  4.6714  3.8151  -0.2065  0.424
H  2.8839  4.7083  -2.0471  0.381
H  4.9687  1.2277  -3.7518  0.411
H  5.9608  1.6668  -1.2572  0.383
C  -2.3364  -3.6348  2.1549  -0.439
C  -2.2115  -2.4064  3.0153  2.026
C  -2.7786  -2.4244  4.4185  -2.097
C  -0.8186  -1.9191  3.3048  -1.010
P  -2.9712  -0.4990  2.0970  0.207
N  -1.7572  -0.1008  1.0048  -0.199
C  -4.6935  -1.5856  1.7582  2.792
C  -5.6566  -0.7871  2.6982  -2.452
C  -4.8056  -1.5276  0.2161  -2.142
C  -4.9921  -3.0280  2.2316  -2.407
C  -3.7059  1.3445  1.3791  2.266
C  -5.0231  1.2460  0.6586  -2.059
C  -3.7315  2.1182  2.7098  -1.767
C  -2.7293  1.9844  0.4435  -2.337
H  -1.7331  -4.4999  2.5487  0.313
H  -2.0408  -3.8710  0.9843  0.312
H  -3.3210  -3.7212  1.4272  -0.125
H  -2.3202  -3.3370  4.8025  0.524
H  -2.4342  -1.5844  5.0876  0.290
H  -3.8575  -2.4756  4.4591  0.410
H  -0.6645  -1.1511  2.5117  -0.404
H  -0.4544  -1.1547  4.0353  0.116
H  -0.2479  -2.8676  3.4199  0.506
H  -5.6690  0.3057  2.8008  0.409
H  -6.6485  -1.1161  2.3813  0.543
H  -5.4766  -1.1518  3.7213  0.360
H  -3.8490  -1.4041  -0.3362  0.309
H  -5.2158  -2.4873  -0.1215  0.466
H  -5.5381  -0.8371  -0.2233  0.570
H  -5.0968  -3.6399  1.3272  0.537
H  -4.3384  -3.5421  2.9687  0.472
H  -5.9719  -2.9978  2.7234  0.528
H  -5.8501  0.6114  1.0106  0.327
H  -5.4117  2.2634  0.6674  0.638
H  -4.7812  0.9465  -0.3665  0.326
H  -2.7168  2.2941  3.1230  0.349
H  -4.1792  3.0874  2.4629  0.518
H  -4.3225  1.6617  3.5240  0.311
H  -1.7317  2.1601  0.8039  0.491
H  -2.6258  1.3731  -0.4937  0.306
H  -3.1334  2.9286  0.1013  0.454

Properties
F_max ... 0.1008 Eh/bohr
Charge ... -1
DFT total energy ... -3934.382665 a.u.
Lowest unoccupied orbital energy (alpha / beta) ... 0.077 / 0.018 hartree
E_HOMO (alpha / beta) ... -0.096 / -0.081 Eh
2S+1 ... 5
Orbital gap (alpha / beta) ... 4.7 / 2.7 eV

***

Here is one molecule with the formula C4H8N2O from the Open Molecules 2025 dataset. Energies are from ωB97M-V/def2-TZVPD.

Each line ends with the Mulliken charge.
Element x y z (Å)
C  3.1318  -0.3628  0.2487  0.400
C  -0.8088  -1.2246  0.2037  -1.100
C  -0.5105  0.2646  0.3164  -0.448
C  0.9031  0.6064  -0.1212  -0.141
N  4.1905  -0.4288  -0.1912  -0.492
N  1.8866  -0.3498  0.6743  -0.292
O  1.1813  1.9299  0.1576  -0.530
H  -0.1693  -1.7994  0.8673  0.332
H  -1.8454  -1.4133  0.4706  0.355
H  -0.6410  -1.5707  -0.8131  0.300
H  -1.1928  0.8336  -0.3171  0.314
H  -0.6456  0.6101  1.3433  0.306
H  1.0783  0.3412  -1.1708  0.387
H  1.7748  -0.2517  1.6756  0.258
H  2.0033  2.2014  -0.2744  0.351

Properties
F_max ... 0.0505 Eh/bohr
Energy relative to the best compared isomer or geometry (same formula, charge and spin) ... 151.4 kJ/mol
DFT total energy ... -341.945967 a.u.
Lowest unoccupied orbital energy ... 0.027 hartree
E_HOMO ... -0.363 Eh
SMILES ... CC[C@@H](O)NC#N
Orbital gap ... 10.6 eV

***

Here is C46H42NOP2PdSTe as an isolated structure from the Open Molecules 2025 dataset. Energies are from ωB97M-V/def2-TZVPD.

Each line ends with the Mulliken charge.
Element x y z (Å)
Pd  -0.3141  0.2587  -0.0555  0.649
O  3.6484  -1.2434  -0.3781  -0.828
S  2.4514  -0.4772  0.0072  1.029
C  2.9299  0.3045  1.5595  -0.691
C  4.2679  0.5251  1.8190  -0.237
C  4.6550  1.1081  3.0130  -0.982
C  3.6777  1.4783  3.9365  -0.722
C  2.3465  1.2012  3.7046  -1.301
C  1.9435  0.5659  2.5236  0.178
P  0.2834  -0.0527  2.1904  1.664
C  0.4441  -1.8344  2.0619  -0.194
C  1.6457  -2.4951  2.2288  -0.229
C  1.7885  -3.8410  1.9519  -1.061
C  0.7079  -4.5397  1.3724  -0.364
C  -0.4769  -3.9470  1.1319  -1.098
C  -0.7670  -2.4989  1.4384  -0.168
C  -0.5474  0.2403  3.7784  0.240
C  -1.0698  1.5173  3.9888  -0.402
C  -1.7481  1.8080  5.1536  -0.638
C  -1.9297  0.8226  6.1141  -0.531
C  -1.4355  -0.4576  5.8976  -0.766
C  -0.7544  -0.7541  4.7327  -0.309
C  2.6059  0.9685  -1.1054  -0.641
C  3.4749  2.0252  -0.9297  -0.263
C  3.6144  2.9761  -1.9314  -1.055
C  2.9112  2.8469  -3.1163  -0.744
C  2.0213  1.7998  -3.2859  -1.076
C  1.8473  0.8629  -2.2756  0.280
P  0.4853  -0.3468  -2.2347  2.652
C  1.3568  -1.9343  -2.3951  0.125
C  0.7119  -3.0544  -1.8858  -0.329
C  1.3068  -4.2978  -1.9874  -0.132
C  2.5504  -4.4214  -2.5839  -0.818
C  3.2017  -3.3015  -3.0783  -0.582
C  2.6080  -2.0574  -2.9891  -0.330
C  -0.2321  -0.1327  -3.8868  0.056
C  -1.1117  0.9430  -4.0346  -0.088
C  -1.7391  1.1735  -5.2390  -0.647
C  -1.5072  0.3283  -6.3146  -0.651
C  -0.6458  -0.7491  -6.1709  -0.645
C  -0.0140  -0.9880  -4.9657  -0.593
H  4.9911  0.2072  1.0788  0.630
H  5.7020  1.2758  3.2239  0.396
H  3.9721  1.9694  4.8552  0.423
H  1.6064  1.4582  4.4497  0.457
H  2.4967  -1.9433  2.6049  0.400
H  2.7233  -4.3427  2.1505  0.311
H  0.8498  -5.5813  1.1040  0.337
H  -1.2924  -4.5054  0.6923  0.209
H  -1.5810  -2.4990  2.2026  0.473
H  -0.9251  2.2689  3.2207  0.509
H  -2.1389  2.8026  5.3179  0.426
H  -2.4556  1.0471  7.0321  0.369
H  -1.5743  -1.2235  6.6507  0.393
H  -0.3546  -1.7456  4.5565  0.424
H  4.0208  2.1298  -0.0028  0.489
H  4.2687  3.8208  -1.7759  0.371
H  3.0299  3.5804  -3.9003  0.412
H  1.4447  1.7178  -4.1970  0.460
H  -0.2333  -2.9205  -1.3726  -0.016
H  0.8046  -5.1693  -1.5906  0.373
H  3.0228  -5.3928  -2.6598  0.336
H  4.1826  -3.3992  -3.5242  0.412
H  3.1196  -1.1787  -3.3599  0.367
H  -1.2849  1.5953  -3.1849  0.397
H  -2.4062  2.0150  -5.3492  0.450
H  -1.9937  0.5075  -7.2619  0.369
H  -0.4538  -1.3993  -7.0140  0.412
H  0.6609  -1.8275  -4.8612  0.374
C  -3.0797  -0.4402  1.2691  -1.651
C  -2.6325  -1.4718  0.2025  1.712
C  -3.4681  -2.7614  0.3187  -2.069
C  -2.9146  -0.8542  -1.1815  -1.581
N  -1.2152  -1.7606  0.2803  1.170
H  -4.1505  -0.2474  1.2066  0.571
H  -2.5326  0.5044  1.1116  0.148
H  -2.8517  -0.7893  2.2767  0.342
H  -4.5251  -2.5535  0.1588  0.479
H  -3.3565  -3.2238  1.2951  0.388
H  -3.1358  -3.4716  -0.4372  0.350
H  -3.9806  -0.6508  -1.2903  0.604
H  -2.5944  -1.5350  -1.9738  0.280
H  -2.3528  0.0912  -1.2894  -0.077
Te  0.1971  2.8041  -0.1253  0.208
C  -1.6180  3.9042  0.0547  0.076
C  -1.5759  5.2586  0.3739  -0.706
C  -2.7276  6.0167  0.4311  -0.560
C  -3.9615  5.4392  0.1649  -0.428
C  -4.0214  4.0902  -0.1455  -0.621
C  -2.8636  3.3380  -0.2005  -0.033
H  -0.6135  5.7083  0.5763  0.348
H  -2.6629  7.0688  0.6848  0.347
H  -4.8633  6.0380  0.1913  0.355
H  -4.9766  3.6227  -0.3519  0.396
H  -2.9207  2.2821  -0.4486  0.232

Properties
F_max ... 0.0412 Eh/bohr
Charge ... -1
DFT total energy ... -3384.857271 a.u.
Lowest unoccupied orbital energy (alpha / beta) ... 0.080 / 0.080 hartree
E_HOMO (alpha / beta) ... -0.094 / -0.094 Eh
Orbital gap (alpha / beta) ... 4.7 / 4.7 eV